[1]
C19H16N6OS | ωB97M-V/def2-TZVPD

Geometry (Å):
C 3.07207 2.12044 -0.41138
C 1.62848 2.47270 0.14286
C 0.95043 1.46897 0.99411
C -0.17783 1.76058 1.43325
C -0.77980 3.03545 0.96339
C -0.05133 3.88180 0.34626
C 1.29066 3.64956 -0.10502
H 1.52080 4.23562 -0.94336
H -0.66702 4.69435 0.02708
H -1.77941 3.15939 1.54091
N -0.89726 0.56168 2.27083
C -0.62939 -0.74686 2.12832
O 0.47949 -0.97646 1.94746
C -1.93306 -1.48080 2.46984
H -1.71674 -2.46873 1.96752
H -2.09359 -1.41433 3.52211
S -3.23808 -0.61983 1.44051
C -2.39643 -0.21456 0.03134
N -1.47656 -0.82045 -0.22112
N -0.55496 -0.29887 -1.10262
C 0.66982 -0.57634 -1.71345
N 1.10826 0.20814 -2.42061
N -0.03988 1.05769 -2.71512
C -0.90521 0.76769 -1.84567
C -2.47815 1.14331 -1.95872
C -3.13191 0.81128 -0.78911
H -3.96928 1.28223 -0.65058
H -2.76266 2.01958 -2.38703
C 1.63753 -1.59226 -1.05023
C 1.02068 -2.61761 -0.34436
N 1.66755 -3.75564 0.05355
C 3.03538 -3.63931 -0.29718
C 3.63400 -2.60962 -0.83880
C 2.95267 -1.48609 -1.44208
H 3.36140 -0.72093 -1.96734
H 4.62260 -2.74288 -0.92695
H 3.52689 -4.46374 0.09564
H 0.04337 -2.73362 0.04346
H -1.80277 1.00028 2.44240
H 1.68905 0.37267 1.28474
H 2.96947 1.90990 -1.40367
H 3.88787 2.86313 -0.28586
H 3.68358 1.25150 0.01699

Calculated values
HOMO-LUMO gap: 8.6 eV
Calculated total energy: -1535.149119 hartree
2S+1: 1

[2]
C19H17BMnN8O3 | ωB97M-V/def2-TZVPD

Geometry (Å):
Mn -1.30054 1.31009 -0.52316
C 1.62778 -0.62820 -2.92648
C 0.88320 0.51884 -2.69342
N -0.11070 0.24880 -1.84697
N -0.01548 -1.06140 -1.51207
C 1.02751 -1.60203 -2.15086
B -1.05292 -1.70127 -0.55832
N -0.89267 -1.11860 0.88445
C -0.38685 -1.70206 1.97803
C -0.51231 -0.83329 3.04423
C -1.10860 0.30049 2.50753
N -1.33785 0.11852 1.20783
N -2.44791 -1.20887 -1.05619
C -3.51046 -1.89629 -1.48863
C -4.50537 -0.99768 -1.83071
C -3.95657 0.25270 -1.57813
N -2.71020 0.11413 -1.11153
N -0.99093 -3.19733 -0.51138
C -1.75711 -4.01148 0.26576
C -1.34267 -5.30398 0.06779
C -0.30206 -5.19657 -0.86951
N -0.11525 -3.94087 -1.19697
H 2.47590 -0.73887 -3.56836
H 1.00779 1.49843 -3.11280
H 1.25661 -2.64082 -2.02428
H 0.03026 -2.68685 1.94604
H -0.22086 -0.99689 4.06112
H -1.40224 1.20861 3.00041
H -3.51269 -2.96660 -1.53832
H -5.48280 -1.21923 -2.20499
H -4.39671 1.22539 -1.71068
H -2.52996 -3.61806 0.89435
H -1.71640 -6.19915 0.52014
H 0.29782 -5.96539 -1.31283
O 1.15582 4.81031 -0.25487
C 2.10037 4.34309 0.58029
C 3.13513 5.14995 1.05532
C 4.09557 4.63839 1.90324
C 4.05149 3.30587 2.29580
C 3.04966 2.48819 1.81663
C 2.06748 2.98988 0.96312
C 1.05263 2.04913 0.47001
O 1.22908 0.82498 0.49494
O -0.08290 2.46910 0.00268
H 1.30206 5.74769 -0.44342
H 3.18093 6.18541 0.75078
H 4.88511 5.27839 2.26277
H 4.79420 2.91192 2.96843
H 2.99460 1.44346 2.08320

Calculated values
Charge: +1
HOMO-LUMO gap (alpha / beta): 5.8 / 6.8 eV
Relative energy (zero: lowest compared OMol25 entry of this formula, charge and spin): 11.1 kcal/mol
Expectation value of S²: 6.055
Calculated total energy: -2573.763402 hartree
2S+1: 5

[3]
C19H17Br2N2O | ωB97M-V/def2-TZVPD

Geometry (Å):
C 5.58547 -2.82345 -1.41656
O 5.05249 -1.48303 -1.41923
C 3.73138 -1.28767 -1.18349
C 3.32291 0.06511 -1.04427
C 2.00757 0.36301 -0.81564
C 0.98803 -0.64141 -0.75378
C -0.35952 -0.17810 -0.72811
C -1.56592 -0.94065 -0.71915
C -2.78750 -0.20426 -0.70792
C -4.00583 -0.77313 -1.03559
C -4.07744 -2.14926 -1.30012
C -2.92330 -2.93485 -1.16620
C -1.70167 -2.36046 -0.81511
C 1.44725 -1.99255 -0.76695
C 2.76002 -2.31799 -1.07886
H 6.66123 -2.64691 -1.47279
H 5.32942 -3.36912 -0.49239
H 5.23737 -3.38391 -2.29949
H 4.09120 0.83264 -1.13876
H 1.71304 1.39799 -0.65893
H -0.45514 0.85855 -1.06057
H -2.73375 0.83862 -0.42553
H -4.89561 -0.14690 -1.10696
H -5.01723 -2.59220 -1.62439
H -2.96787 -4.01089 -1.35232
H -0.85293 -3.00731 -0.62935
H 0.78222 -2.81157 -0.52265
H 3.05009 -3.36496 -1.23846
Br 0.10505 2.26789 4.71489
C -0.63997 2.46816 2.95617
C -1.41702 3.62418 2.67145
N -1.62611 4.57323 3.59133
C -1.98266 3.74068 1.37518
Br -3.11977 5.23859 0.96718
C -1.74799 2.73721 0.45402
N -1.00946 1.65224 0.75846
C -0.46788 1.50175 1.97111
H -2.20082 5.37533 3.36635
H -1.22592 4.48254 4.51401
H -2.19613 2.79949 -0.53606
H 0.11272 0.60340 2.16946

Calculated values
Charge: +1
HOMO-LUMO gap: 6.5 eV
Calculated total energy: -6066.717756 hartree
2S+1: 1

[4]
C19H17Cl2 | ωB97M-V/def2-TZVPD

Geometry (Å):
Cl 5.64518 1.69313 0.16191
C 4.00951 1.48395 0.62003
C 3.71917 0.85443 1.83552
C 2.40605 0.53149 2.14570
C 1.36268 0.83477 1.27140
C 0.04282 0.18951 1.52007
C -1.26878 0.85089 1.27994
C -2.31331 0.52563 2.14463
C -3.62729 0.83985 1.82972
C -3.91646 1.47524 0.61743
Cl -5.55108 1.66728 0.15021
C -2.87609 1.82080 -0.23465
C -1.56416 1.51407 0.09727
C 1.66312 1.47592 0.07971
C 2.97112 1.80806 -0.24269
H 4.50589 0.57968 2.51959
H 2.15447 0.10677 3.11838
H 0.04583 -0.32028 2.46667
H -2.06224 0.09158 3.11199
H -4.41275 0.55213 2.50715
H -3.13646 2.28602 -1.18425
H -0.79953 1.88666 -0.58423
H 0.89995 1.80472 -0.62674
H 3.23141 2.27217 -1.19331
H 0.03404 -0.62056 0.87569
C -0.02714 -2.24168 -0.41837
C -1.30090 -1.94119 -0.97868
C -1.37215 -1.89964 -2.32548
C -0.14433 -1.94709 -3.19407
C 1.14946 -1.89398 -2.43281
C 1.18968 -1.93242 -1.07869
H 0.01286 -2.77879 0.54942
H -2.21719 -1.93170 -0.34863
H -2.35479 -1.92678 -2.81316
H -0.17100 -2.80293 -3.87482
H -0.17406 -1.07439 -3.84255
H 2.08933 -1.91641 -2.99832
H 2.15716 -1.91691 -0.53098

Calculated values
Charge: +1
HOMO-LUMO gap: 5.5 eV
Relative energy (zero: lowest compared OMol25 entry of this formula, charge and spin): 14.9 kcal/mol
Calculated total energy: -1654.272123 hartree
2S+1: 1

[5]
C19H17Cl52NPS | ωB97M-V/def2-TZVPD

Geometry (Å):
C -1.04645 -0.54742 1.55155
C -0.00911 0.70651 1.35304
C -0.22839 1.88932 2.47090
C -1.33288 2.96264 1.87940
C -2.87136 2.36053 2.14167
C -3.54586 2.19978 0.65665
N -4.97552 1.70790 0.64710
P -5.55158 1.01163 2.18340
S -7.51930 0.83864 1.98955
H -2.17593 -0.24146 1.33423
H -1.02505 -0.93333 2.66658
H -0.81075 -1.46457 0.83206
H 1.10713 0.34272 1.41225
H -0.18743 1.14341 0.28206
H 0.76909 2.45684 2.70655
H -0.66129 1.48656 3.48308
H -1.18175 3.05872 0.69926
H -1.19983 4.05357 2.30005
H -3.43053 3.20973 2.73659
H -2.73779 1.35977 2.73899
H -3.56411 3.29346 0.17921
H -2.80814 1.57941 -0.02640
H -5.65564 2.44715 0.31722
H -5.03057 0.93297 -0.07713
H -5.07294 -0.36138 2.33902
H -5.33735 1.83346 3.34805
C 3.98072 2.55802 1.84334
Cl 2.57710 3.00471 0.84087
Cl 4.71131 1.06181 1.20922
Cl 5.18388 3.87132 1.79949
Cl 3.45049 2.29417 3.52372
C -3.21932 1.68704 -3.67278
Cl -1.44947 1.58160 -3.49631
Cl -3.81852 0.24075 -4.52349
Cl -3.97226 1.78250 -2.06088
Cl -3.63693 3.14329 -4.61056
C 8.48068 -1.06294 1.52720
Cl 9.91846 -1.22707 0.48774
Cl 8.80699 -1.80524 3.11371
Cl 8.10027 0.66377 1.74637
Cl 7.09710 -1.88332 0.76096
C 6.68068 -1.43611 6.65648
Cl 8.40328 -1.74540 6.99059
Cl 5.81339 -2.98697 6.52545
Cl 5.98153 -0.47495 7.98374
Cl 6.52463 -0.53723 5.12608
C -4.71931 -3.71224 2.29344
Cl -5.68108 -3.26053 0.86321
Cl -3.88014 -2.27241 2.92370
Cl -5.79725 -4.36924 3.55069
Cl -3.51872 -4.94668 1.83608
C -7.11932 2.61721 -7.34775
Cl -5.68154 2.45308 -8.38721
Cl -6.79301 1.87491 -5.76124
Cl -7.49973 4.34392 -7.12858
Cl -8.50290 1.79684 -8.11400
C 2.69711 4.83717 -2.81882
Cl 1.98936 6.07306 -3.88947
Cl 4.03256 4.01402 -3.66351
Cl 3.31899 5.61629 -1.34217
Cl 1.44749 3.64529 -2.38028
C 8.09709 -5.91364 -0.70904
Cl 7.14564 -6.47232 0.68998
Cl 9.40590 -7.07651 -1.03965
Cl 7.03795 -5.78997 -2.13634
Cl 8.79893 -4.31584 -0.35003
C 8.09712 6.10450 3.94098
Cl 6.73467 6.24929 5.08001
Cl 9.05802 7.60461 3.97070
Cl 9.12625 4.73046 4.41760
Cl 7.46945 5.83377 2.29563
C -7.20288 -1.86449 -10.17594
Cl -8.06342 -2.92281 -9.02962
Cl -6.76520 -0.34045 -9.36338
Cl -5.72439 -2.68105 -10.74302
Cl -8.25860 -1.51363 -11.56763
C 8.09711 -9.02894 4.02674
Cl 6.45556 -9.46348 3.48718
Cl 9.07611 -8.54446 2.61913
Cl 8.00403 -7.67415 5.18005
Cl 8.85270 -10.43376 4.82047
C -8.70292 -6.82154 -9.41403
Cl -8.14298 -8.51144 -9.48707
Cl -7.82531 -5.85229 -10.62434
Cl -10.45015 -6.75947 -9.75697
Cl -8.39312 -6.16302 -7.78774
C -1.95017 4.57075 5.42129
Cl -0.22757 4.26146 5.75540
Cl -2.81746 3.01990 5.29026
Cl -2.64932 5.53191 6.74855
Cl -2.10622 5.46963 3.89089

Calculated values
Charge: +1
HOMO-LUMO gap: 8.8 eV
Calculated total energy: -25457.875417 hartree
2S+1: 1